ORCA calculation (wB97M-V/def2-TZVPD) on a cluster of 5 separate species, C34H26F2N4O15P in total at a distorted geometry.

ORCA input file:
```
! RIJCOSX wB97M-V def2-TZVPD def2/J DEFGRID3
* xyz 1 1
C 6.145 -2.577 -2.811
C 5.366 -1.418 -3.336
O 5.795 -0.548 -4.027
O 4.000 -1.383 -2.983
C 3.791 -0.405 -1.994
C 3.559 0.977 -2.603
C 2.491 1.137 -3.504
C 1.558 0.003 -3.883
O 0.209 0.324 -3.506
N 0.252 0.973 -2.240
O -0.315 0.367 -1.431
N 2.269 2.288 -4.040
N 3.048 3.248 -3.682
C 4.067 3.249 -2.870
P 5.006 4.822 -2.551
O 4.720 5.329 -1.205
C 4.376 2.016 -2.280
N 5.462 1.831 -1.379
C 5.180 2.348 -0.078
O 4.175 2.887 0.256
F 6.135 2.101 0.783
C 6.719 2.214 -1.929
O 7.130 1.820 -2.976
F 7.433 3.054 -1.199
H 5.527 -3.473 -2.875
H 6.424 -2.468 -1.764
H 7.031 -2.737 -3.412
H 2.943 -0.626 -1.345
H 4.678 -0.314 -1.367
H 1.606 -0.188 -4.950
H 1.818 -0.917 -3.366
H 2.821 4.148 -4.119
H 4.606 5.761 -3.535
H 6.389 4.597 -2.716
C -0.725 -2.118 0.216
C -1.826 -1.528 0.668
C -2.682 -2.184 1.686
O -3.686 -1.643 2.096
C -2.265 -3.519 2.182
C -1.161 -4.106 1.725
C -0.306 -3.452 0.708
O 0.705 -3.980 0.289
H -0.087 -1.663 -0.525
H -2.147 -0.553 0.322
H -2.903 -3.984 2.930
H -0.837 -5.080 2.071
C -0.771 6.459 -2.575
C 0.185 6.132 -3.441
C 0.008 5.013 -4.394
O 0.884 4.708 -5.187
C -1.271 4.270 -4.354
C -2.230 4.592 -3.490
C -2.057 5.714 -2.531
O -2.926 6.010 -1.747
H -0.662 7.273 -1.870
H 1.127 6.665 -3.489
H -1.377 3.457 -5.061
H -3.172 4.061 -3.444
C -4.818 3.014 5.222
C -3.616 2.616 4.815
C -3.434 1.330 4.098
O -2.334 0.968 3.728
C -4.641 0.505 3.848
C -5.844 0.905 4.255
C -6.028 2.190 4.972
O -7.122 2.556 5.342
H -4.973 3.948 5.747
H -2.722 3.203 4.987
H -4.480 -0.432 3.319
H -6.737 0.318 4.084
C -4.958 -7.917 6.141
C -4.451 -6.698 5.977
C -4.077 -6.197 4.634
O -3.612 -5.083 4.486
C -4.289 -7.101 3.479
C -4.796 -8.320 3.641
C -5.172 -8.825 4.986
O -5.634 -9.932 5.134
H -5.237 -8.302 7.113
H -4.288 -6.021 6.806
H -4.010 -6.715 2.507
H -4.958 -8.995 2.811
*
```

The HOMO energy comes out at -11.22 eV. The lowest unoccupied orbital energy comes out at -5.19 eV.

These are the Mulliken partial charges, in e, on atoms 1 to 8: atom 1 (C): -1.165, atom 2 (C): 0.798, atom 3 (O): -0.453, atom 4 (O): -0.342, atom 5 (C): -1.553, atom 6 (C): 0.923, atom 7 (C): -0.328, atom 8 (C): -0.412

---

ORCA calculation (wB97M-V/def2-TZVPD) on a cluster of 8 separate species, C5H25N2O8 in total at a distorted geometry.

ORCA input file:
```
! RIJCOSX wB97M-V def2-TZVPD def2/J DEFGRID3
* xyz -1 1
C 1.499 -1.984 -1.395
O 1.667 -2.364 -0.044
C 0.082 -1.544 -1.718
C -0.398 -0.384 -0.828
C -0.357 0.995 -1.520
C -1.306 1.837 -1.127
N -1.449 3.155 -1.616
N -0.883 -2.684 -1.591
H 1.893 -2.828 -1.962
H 2.184 -1.118 -1.536
H 0.034 -1.186 -2.756
H 0.239 -0.418 0.046
H -1.448 -0.601 -0.677
H 0.256 0.943 -2.411
H -2.042 1.725 -0.339
H -1.208 3.325 -2.577
H -2.265 3.640 -1.290
H -0.627 -3.196 -0.753
H -0.710 -3.238 -2.423
H 2.243 1.420 1.412
H 0.684 1.792 1.495
O 1.591 2.113 1.492
H 0.328 -3.392 3.569
H 0.412 -1.871 3.239
O 0.003 -2.544 3.875
H 0.341 3.711 1.737
H -0.861 3.745 2.623
O -0.449 4.244 1.910
H 1.558 -1.778 0.795
H 1.867 -0.362 2.482
O 1.303 -1.053 2.133
H -3.398 -1.524 -1.851
H -3.744 -1.374 -0.457
O -4.201 -1.430 -1.311
H 3.553 2.329 -1.075
H 2.721 1.042 -1.030
O 3.418 1.488 -1.519
H -0.153 -0.448 1.960
H -1.244 -0.062 2.996
O -1.132 -0.122 2.042
*
```

For the energy above the lowest of the compared OMol25 structures with the same formula, charge and spin, the calculation gives 51.9 kcal/mol. The HOMO energy comes out at -5.23 eV. The lowest unoccupied orbital energy comes out at 2.99 eV.

These are the Mulliken partial charges, in e, on atoms 1 to 8: atom 1 (C): -0.537, atom 2 (O): -0.651, atom 3 (C): 0.094, atom 4 (C): 0.942, atom 5 (C): -0.640, atom 6 (C): -0.162, atom 7 (N): -0.527, atom 8 (N): -0.625

---

ORCA calculation (wB97M-V/def2-TZVPD) on the molecule C2H3BrS at a distorted geometry.

ORCA input file:
```
! RIJCOSX wB97M-V def2-TZVPD def2/J DEFGRID3
* xyz 0 3
C 0.285 -0.373 0.074
C -0.788 0.629 -0.014
S -2.472 0.330 0.018
Br 2.623 -0.015 0.008
H 0.339 -1.134 0.980
H 0.417 -0.960 -0.837
H -0.404 1.522 -0.229
*
```

For the energy above the lowest of the compared OMol25 structures with the same formula, charge and spin, the calculation gives 18.7 kcal/mol. The HOMO energy (alpha / beta) comes out at -7.89 / -10.08 eV. The lowest unoccupied orbital energy (alpha / beta) comes out at -0.86 / -3.15 eV.

Let us look at the Mulliken charges, expressed in e, one per atom: atom 1 (C): -0.650, atom 2 (C): -0.265, atom 3 (S): -0.017, atom 4 (Br): -0.217, atom 5 (H): 0.333, atom 6 (H): 0.371, atom 7 (H): 0.446